Entry 1:
# C2H4BrNO2

2 unconnected molecules or ions with the total composition C2H4BrNO2 in a non-equilibrium geometry (ωB97M-V with the def2-TZVPD basis set, the OMol25 dataset).

Last column: Mulliken charge in e.
CARTESIAN COORDINATES (ANGSTROEM)
1 C -1.01004 0.66191 0.43272  -0.8438
2 C 0.38401 0.28628 -0.08657  -0.1686
3 N 0.67663 -1.20379 -0.01639  0.9810
4 O -0.26233 -1.88323 0.33368  -0.5796
5 O 1.78372 -1.60082 -0.27888  -0.5415
6 Br 1.98512 1.25032 0.02249  -0.0016
7 H -1.38994 1.66611 -0.03523  0.2877
8 H -0.82720 0.73317 1.51621  0.3115
9 H -1.62866 -0.10908 0.16316  0.3561
10 H 0.28870 0.19910 -2.05121  0.1988

Computed properties:
2S+1: 1
HOMO (alpha / beta): -10.05 / -9.64 eV
gap between HOMO and LUMO (alpha / beta): 8.52 / 8.33 eV

=====

Entry 2:
# C13H33N4PPd

A molecular structure, C13H33N4PPd in a non-equilibrium geometry (ωB97M-V with the def2-TZVPD basis set, the OMol25 dataset).

Last column: Löwdin spin population.
CARTESIAN COORDINATES (ANGSTROEM)
1 Pd 0.39847 0.39007 0.10445  1.3234
2 C -2.73122 -0.11016 -2.65309  0.0522
3 C -2.96218 -1.41405 -1.80460  0.1006
4 N -2.14314 -2.53022 -2.10423  0.6393
5 C -1.55155 -3.30032 -1.02455  0.0625
6 C -0.02358 -3.11497 -0.94146  0.0622
7 N 0.64305 -1.86967 -0.39621  0.1870
8 C 0.96853 -1.94527 1.03837  0.0296
9 C -0.13261 -2.00280 2.10519  0.0073
10 C -1.40190 -1.11390 1.97198  0.0139
11 N -1.22393 0.27995 1.42653  0.1924
12 C -2.43513 0.85058 0.73248  0.0133
13 C -2.07043 1.79070 -0.40179  0.0153
14 N -0.97700 1.24190 -1.29973  0.1709
15 C -1.33236 0.50353 -2.56877  0.0234
16 H -3.52895 0.55364 -2.31003  0.0009
17 H -2.93388 -0.29480 -3.69070  0.0000
18 H -4.00528 -1.69617 -2.12275  0.0537
19 H -2.88166 -1.24576 -0.72347  0.0001
20 H -2.15422 -2.97811 -3.00881  0.0110
21 H -1.76952 -4.37835 -1.20106  0.0166
22 H -2.02509 -3.03931 -0.05062  0.0038
23 H 0.41389 -3.28655 -1.94719  0.0000
24 H 0.38041 -3.92717 -0.36904  0.0082
25 H 1.54289 -1.80041 -0.89239  0.0045
26 H 1.65786 -1.07698 1.24464  0.0102
27 H 1.65521 -2.80363 1.22228  0.0112
28 H 0.45250 -1.78224 3.01794  0.0000
29 H -0.48756 -3.01128 2.23892  0.0006
30 H -1.80835 -0.96867 2.97209  0.0061
31 H -2.16305 -1.61991 1.40638  0.0003
32 H -1.06711 0.81508 2.29506  0.0084
33 H -3.08026 1.39254 1.43187  0.0035
34 H -3.06544 0.00571 0.48269  -0.0001
35 H -1.70998 2.75882 -0.07886  0.0006
36 H -2.93360 2.01767 -0.99466  0.0035
37 H -0.43547 2.03209 -1.67802  0.0067
38 H -0.54790 -0.23353 -2.78994  0.0060
39 H -1.25495 1.25618 -3.34809  0.0057
40 C 3.33739 3.76778 -0.26518  0.0963
41 P 3.46927 2.56942 1.05602  0.5666
42 C 3.09564 3.12768 2.70747  0.0930
43 C 4.71648 1.28968 0.93415  0.0904
44 H 4.24393 4.38017 -0.31452  0.0273
45 H 2.44879 4.37599 -0.05986  0.0009
46 H 3.25404 3.35971 -1.25756  0.0048
47 H 3.97032 3.67145 3.13457  0.0294
48 H 2.96969 2.25539 3.36495  0.0043
49 H 2.27014 3.81062 2.76602  0.0013
50 H 5.71121 1.66955 1.13847  0.0246
51 H 4.75194 0.92762 -0.08387  0.0022
52 H 4.48568 0.45075 1.58851  0.0040

Computed properties:
2S+1: 5
HOMO (alpha / beta): -21.08 / -23.50 eV
gap between HOMO and LUMO (alpha / beta): 8.17 / 7.95 eV
total charge: +4

=====

Entry 3:
# C16H19N2O9V

A molecular structure, C16H19N2O9V in a non-equilibrium geometry (ωB97M-V with the def2-TZVPD basis set, the OMol25 dataset).

Last column: Löwdin spin population.
CARTESIAN COORDINATES (ANGSTROEM)
1 O -0.94348 -2.88301 1.09906  0.0017
2 V -0.36609 -2.04433 -0.14373  0.0015
3 O 1.23067 -2.23779 -0.26602  0.0014
4 O -1.51286 -0.38109 -0.90350  0.0035
5 C -1.63307 1.01518 -0.90805  0.0005
6 C -1.97380 1.89107 -2.19372  0.0001
7 O -2.84988 1.53167 -3.22965  0.0001
8 H -0.66020 1.42700 -0.63968  0.0002
9 H -2.42531 1.07960 -0.16219  0.0002
10 H -1.05457 2.03639 -2.76116  0.0000
11 H -2.21477 2.90724 -1.88159  0.0000
12 C -0.67778 -5.64924 -1.35593  0.0000
13 C -0.35672 -4.51289 -2.28366  0.0000
14 O -0.92013 -3.29087 -1.89213  -0.0003
15 H -0.49038 -6.66020 -1.71779  0.0000
16 H -1.75371 -5.60338 -1.18741  0.0000
17 H -0.29991 -5.46666 -0.34996  0.0000
18 H -0.58301 -4.65990 -3.33972  0.0000
19 H 0.73098 -4.54257 -2.34782  0.0000
20 C -3.49788 0.14520 4.92210  0.1078
21 C -2.29831 0.69638 5.45741  0.0005
22 C -1.12552 0.83255 4.65048  0.0625
23 C -1.05873 0.27368 3.40236  0.0684
24 C -2.23484 -0.25824 2.90863  0.0603
25 C -3.40272 -0.35300 3.63170  0.0186
26 N 0.20334 0.43586 2.57079  0.2586
27 O 1.02650 1.27452 2.98693  0.1745
28 O 0.40244 -0.33363 1.69606  0.2189
29 H -4.36071 -0.13838 5.50649  0.0108
30 H -2.23502 0.86697 6.52197  -0.0027
31 H -0.28287 1.31882 5.11941  0.0098
32 H -2.23972 -0.73865 1.94138  0.0032
33 H -4.26738 -0.87637 3.25112  -0.0017
34 C 3.92767 0.61667 -1.97445  0.0001
35 C 2.80964 0.84908 -1.19891  0.0003
36 C 2.21426 2.13387 -1.21535  0.0004
37 C 2.78964 3.17032 -1.95056  0.0001
38 C 4.03072 2.93667 -2.54669  0.0000
39 C 4.63194 1.64140 -2.64891  0.0001
40 N 2.10355 4.46270 -2.20782  0.0001
41 O 0.90051 4.45519 -2.15358  0.0001
42 O 2.77593 5.46246 -2.38713  0.0000
43 H 4.38317 -0.35720 -2.07699  0.0000
44 H 2.31685 0.05834 -0.65274  0.0001
45 H 1.18683 2.25079 -0.90373  0.0003
46 H 4.51010 3.79141 -3.00054  0.0000
47 H 5.54462 1.42642 -3.18481  0.0000

Computed properties:
2S+1: 2
HOMO (alpha / beta): 3.08 / 2.86 eV
gap between HOMO and LUMO (alpha / beta): 3.13 / 3.35 eV
total charge: -3

=====

Entry 4:
# C6H10O

A molecular structure, C6H10O in a non-equilibrium geometry (ωB97M-V with the def2-TZVPD basis set, the OMol25 dataset).

Last column: Mulliken charge in e.
CARTESIAN COORDINATES (ANGSTROEM)
1 C 2.27182 -0.11209 -0.16945  -1.1695
2 C 1.10798 0.78504 0.24658  -0.4594
3 C -0.06943 -0.01463 0.78368  0.1714
4 O -1.16317 0.84315 1.21320  -0.4603
5 C -2.04419 0.07235 0.43431  -0.1170
6 C -1.75917 0.08233 -1.04848  -0.7833
7 C -1.04121 -0.86091 -0.08744  -0.3112
8 H 1.95918 -0.82667 -0.93933  0.3025
9 H 2.66145 -0.68672 0.67964  0.3073
10 H 3.09983 0.47499 -0.57877  0.3538
11 H 0.76852 1.39727 -0.59658  0.2884
12 H 1.43244 1.49420 1.02318  0.2861
13 H 0.25254 -0.62958 1.63461  0.3229
14 H -3.01393 -0.23136 0.80817  0.3527
15 H -2.56590 -0.32215 -1.65870  0.2627
16 H -0.88912 0.45603 -1.50737  0.2318
17 H -1.00765 -1.92125 -0.23725  0.4210

Computed properties:
2S+1: 1
HOMO: -9.34 eV
gap between HOMO and LUMO: 10.45 eV

=====

Entry 5:
# C3H6N2O2

A single C3H6N2O2 molecule in a non-equilibrium geometry (ωB97M-V with the def2-TZVPD basis set, the OMol25 dataset).

Last column: Mulliken charge in e.
CARTESIAN COORDINATES (ANGSTROEM)
1 C 0.18069 1.56487 -0.97223  -0.8877
2 C -0.12796 0.10027 -0.89257  0.6299
3 O -0.74776 -0.51107 -1.72223  -0.5119
4 N -0.16639 -0.50570 0.66240  0.1680
5 N -1.12572 -1.32529 1.31710  -0.7041
6 C 1.13996 -0.63825 0.91714  0.0637
7 O 1.89277 -0.23108 -0.00279  -0.5849
8 H 1.02974 1.70025 -1.64594  0.2548
9 H -0.67379 2.07629 -1.42194  0.3392
10 H 0.42335 1.99548 -0.00293  0.2932
11 H -2.00964 -0.82021 1.22221  0.2706
12 H -1.27194 -2.16889 0.76349  0.2700
13 H 1.45667 -1.23667 1.77828  0.3991

Computed properties:
2S+1: 1
HOMO: -9.67 eV
SMILES: CC(=O)N(N)C=O
gap between HOMO and LUMO: 10.50 eV

=====

Entry 6:
# C6H16N2

2 unconnected molecules or ions with the total composition C6H16N2 in a non-equilibrium geometry (ωB97M-V with the def2-TZVPD basis set, the OMol25 dataset).

Last column: Mulliken charge in e.
CARTESIAN COORDINATES (ANGSTROEM)
1 H 1.08436 1.63834 0.98929  0.2608
2 N 0.24786 1.73893 0.41566  -0.6921
3 C -0.66309 0.89671 0.65278  1.0443
4 C -1.94208 0.99812 -0.12219  -1.4896
5 C -0.75835 0.05109 1.97816  -0.8741
6 N -1.27902 0.81601 3.09657  -0.5896
7 H -1.82692 1.68936 -0.95272  0.3875
8 H -2.22315 0.01503 -0.49801  0.2987
9 H -2.75193 1.35439 0.51428  0.3860
10 H -1.42282 -0.79884 1.80702  0.3157
11 H 0.23230 -0.32072 2.25863  0.3961
12 H -2.20267 1.17835 2.88237  0.2763
13 H -0.67853 1.61032 3.29281  0.2724
14 C 0.20286 -1.45289 -1.97953  -1.1152
15 C 1.34121 -1.34730 -0.97420  0.3670
16 C 2.34217 -0.27231 -1.37468  -1.2997
17 H -0.48339 -2.25153 -1.70355  0.2967
18 H 0.58059 -1.67290 -2.97692  0.4016
19 H -0.33541 -0.50733 -2.01258  0.1684
20 H 1.85306 -2.31026 -0.90330  0.4276
21 H 0.91463 -1.05791 0.04046  -0.2724
22 H 1.85438 0.70145 -1.38200  0.3250
23 H 2.73719 -0.45981 -2.37187  0.4098
24 H 3.17675 -0.23629 -0.67649  0.2987

Computed properties:
2S+1: 1
HOMO: -9.15 eV
SMILES: [H]/N=C(/C)CN.CCC
gap between HOMO and LUMO: 10.12 eV